The following is a quantum chemistry calculation of a cluster of 6 separate species, C33H58ClF3O18S in total, from the Open Molecules 2025 dataset.

Last column: Mulliken charge in e.
CARTESIAN COORDINATES (ANGSTROEM)
C  1.279  -1.057  -1.649  -0.9458
C  0.748  0.046  -2.568  -0.3513
C  -0.594  0.664  -2.137  -0.5966
Cl  -0.934  0.438  -0.381  -0.1586
C  -0.811  2.151  -2.538  1.2060
C  -2.282  2.403  -2.919  -2.2743
C  -3.360  2.295  -1.821  -0.5508
C  -4.626  1.637  -2.385  -1.0098
S  -5.932  1.612  -1.198  1.2066
O  -6.120  2.937  -0.673  -0.4719
O  -7.065  0.904  -1.711  -0.6424
O  -5.204  0.719  -0.100  -0.4744
O  -0.098  2.287  -3.809  -0.4606
C  0.191  3.590  -3.990  0.5924
O  0.431  4.106  -5.039  -0.5793
O  0.181  4.231  -2.805  -0.4636
C  -0.122  3.297  -1.724  1.3980
C  -0.934  4.162  -0.746  -1.5235
C  -0.961  3.779  0.719  -0.1329
O  -0.936  4.625  1.583  -0.5483
C  1.228  2.881  -1.126  -1.3669
O  1.715  3.987  -0.361  -0.3630
C  2.665  3.672  0.536  1.0379
F  3.759  3.134  -0.039  -0.2879
F  2.242  2.777  1.448  -0.2720
F  3.029  4.770  1.172  -0.2647
H  2.168  -1.477  -2.130  0.5453
H  1.617  -0.650  -0.692  0.3045
H  0.544  -1.840  -1.479  -0.1606
H  0.575  -0.399  -3.549  0.3731
H  1.521  0.800  -2.699  0.2737
H  -1.390  0.092  -2.615  0.7103
H  -2.377  3.364  -3.433  0.3999
H  -2.485  1.640  -3.676  0.7622
H  -3.649  3.293  -1.484  0.6693
H  -3.016  1.756  -0.943  0.6463
H  -4.452  0.619  -2.733  0.4205
H  -5.043  2.264  -3.178  0.3376
H  -5.803  0.645  0.662  0.3545
H  -0.485  5.156  -0.763  0.5361
H  -1.961  4.276  -1.086  0.6911
H  -1.038  2.721  1.001  0.4087
H  1.924  2.669  -1.941  0.5612
H  1.139  1.986  -0.511  0.5871
O  -6.944  6.880  4.753  -0.5738
C  -7.393  6.627  3.669  0.6994
O  -6.765  5.711  2.908  -0.3492
C  -7.270  5.272  1.642  -0.3031
C  -6.907  6.221  0.520  -0.8917
C  -8.617  7.338  3.135  -0.8663
H  -8.344  5.091  1.702  0.3303
H  -6.795  4.309  1.470  0.1921
H  -7.343  7.210  0.667  0.3546
H  -7.257  5.827  -0.433  0.2980
H  -5.825  6.343  0.472  0.2571
H  -8.309  8.317  2.771  0.2439
H  -9.308  7.481  3.963  0.2996
H  -9.136  6.814  2.338  0.3076
O  -1.935  -2.893  -2.190  -0.5444
C  -1.725  -3.700  -1.320  0.8424
O  -0.623  -3.565  -0.576  -0.2574
C  -0.321  -4.370  0.575  -0.3439
C  0.292  -5.703  0.206  -0.9440
C  -2.656  -4.866  -1.081  -1.2876
H  -1.206  -4.476  1.208  0.3652
H  0.397  -3.768  1.124  0.0840
H  -0.390  -6.326  -0.372  0.2686
H  0.569  -6.248  1.110  0.4603
H  1.180  -5.554  -0.404  0.2786
H  -2.436  -5.629  -1.826  0.2337
H  -3.676  -4.519  -1.228  0.3581
H  -2.577  -5.308  -0.091  0.3853
O  7.938  4.176  6.192  -0.5615
C  7.083  4.608  5.469  0.6932
O  6.753  3.900  4.370  -0.3775
C  5.689  4.279  3.491  -0.3616
C  6.112  5.324  2.481  -0.8768
C  6.406  5.932  5.742  -0.8614
H  4.812  4.587  4.062  0.3726
H  5.423  3.355  2.979  0.2540
H  6.406  6.258  2.960  0.2997
H  5.291  5.533  1.799  0.2637
H  6.964  4.964  1.905  0.3090
H  7.073  6.728  5.416  0.2453
H  6.266  6.020  6.817  0.2985
H  5.443  6.060  5.257  0.2990
O  1.034  -6.665  -2.881  -0.4932
C  0.909  -7.855  -2.970  0.8365
O  0.990  -8.592  -1.842  -0.3186
C  0.772  -10.006  -1.819  -0.4672
C  2.007  -10.785  -2.218  -1.0059
C  0.707  -8.537  -4.304  -1.1925
H  -0.097  -10.268  -2.424  0.3685
H  0.514  -10.221  -0.783  0.3556
H  2.306  -10.572  -3.244  0.2733
H  1.821  -11.855  -2.132  0.3678
H  2.841  -10.522  -1.567  0.3061
H  1.676  -8.609  -4.797  0.2929
H  0.061  -7.905  -4.908  0.3166
H  0.267  -9.529  -4.247  0.3690
O  2.168  -2.472  1.260  -0.6196
C  3.264  -2.935  1.431  0.9326
O  3.764  -3.739  0.477  -0.3015
C  5.077  -4.304  0.536  -0.4720
C  5.118  -5.563  1.376  -0.9711
C  4.046  -2.683  2.699  -1.2193
H  5.800  -3.557  0.869  0.3891
H  5.315  -4.538  -0.499  0.3466
H  4.859  -5.365  2.416  0.2760
H  6.117  -5.999  1.351  0.3842
H  4.408  -6.293  0.988  0.2515
H  3.651  -3.336  3.477  0.2684
H  3.878  -1.652  2.998  0.3353
H  5.117  -2.848  2.613  0.3744

The spin multiplicity is 1. The value obtained for the LUMO energy is 0.30 eV. Its structure (SMILES) is CC[C@@H](Cl)[C@]1(CCCS(=O)(=O)O)OC(=O)O[C@]1(CC=O)COC(F)(F)F.CCOC(C)=O.CCOC(C)=O.CCOC(C)=O.CCOC(C)=O.CCOC(C)=O. The calculation puts the relative energy (zero: lowest compared OMol25 entry of this formula, charge and spin) at 0.0 kcal per mole.



The following is a quantum chemistry calculation of a structure of composition C33H60AlClFN8O in a non-equilibrium geometry, from the Open Molecules 2025 dataset.

Last column: Mulliken charge in e.
CARTESIAN COORDINATES (ANGSTROEM)
C  0.996  2.226  3.090  -1.0378
C  0.223  1.170  2.153  0.3100
C  0.950  0.865  0.751  -0.2858
N  1.667  -0.437  0.658  0.1141
Al  2.886  -0.757  2.085  -0.0590
F  3.768  0.794  2.682  -0.5672
C  2.125  -1.703  3.726  -0.7387
C  0.701  -2.361  3.560  0.3785
O  0.036  -2.475  2.527  -0.4327
Cl  -0.072  -3.042  5.115  -0.2841
H  1.656  2.935  2.502  0.2580
H  0.208  2.790  3.719  0.3734
H  1.652  1.667  3.831  0.2074
H  -0.780  1.676  1.893  -0.0872
H  -0.005  0.239  2.758  -0.0029
H  0.115  0.829  -0.048  0.0221
H  1.640  1.718  0.405  0.2631
H  1.053  -1.227  0.445  -0.0790
H  4.050  -1.683  1.502  -0.2347
H  2.098  -0.969  4.598  0.3520
H  2.851  -2.538  4.044  0.4445
C  -4.060  -0.671  -1.755  -1.4071
C  -2.769  -0.737  -0.943  -0.1002
C  -2.923  -0.149  0.455  0.2517
C  -3.308  1.297  0.361  -0.0533
N  -3.609  2.428  0.286  -0.4353
H  -4.377  0.362  -1.922  0.2644
H  -3.916  -1.128  -2.733  0.5021
H  -4.871  -1.202  -1.246  0.2558
H  -1.980  -0.208  -1.485  0.2550
H  -2.457  -1.773  -0.855  0.1631
H  -1.975  -0.233  0.994  -0.2522
H  -3.687  -0.686  1.022  0.4915
C  -1.394  7.174  1.509  -1.5207
C  -2.625  6.324  1.211  0.1029
C  -3.333  5.837  2.476  -0.1841
C  -2.401  4.990  3.289  0.2250
N  -1.671  4.329  3.925  -0.5403
H  -0.633  6.605  2.049  0.3496
H  -0.939  7.522  0.579  0.3957
H  -1.659  8.051  2.108  0.3234
H  -2.325  5.465  0.601  0.0850
H  -3.324  6.909  0.616  0.2486
H  -4.213  5.246  2.211  0.0079
H  -3.664  6.685  3.081  0.4153
C  8.347  -4.616  1.797  -0.7926
C  7.896  -3.692  0.670  -0.3254
C  7.417  -2.327  1.170  -0.4485
C  6.245  -2.500  2.085  0.2753
N  5.323  -2.626  2.797  -0.4242
H  7.526  -4.846  2.481  0.3040
H  8.706  -5.565  1.387  0.1190
H  9.160  -4.163  2.373  0.3121
H  7.094  -4.182  0.109  0.2407
H  8.730  -3.544  -0.023  0.3188
H  7.119  -1.699  0.326  0.2922
H  8.217  -1.813  1.709  0.3120
C  -6.081  5.186  -3.570  -0.9859
C  -4.600  5.500  -3.397  -0.7629
C  -4.105  5.263  -1.969  0.2116
C  -4.855  6.145  -1.017  0.3277
N  -5.448  6.846  -0.264  -0.6648
H  -6.705  5.834  -2.949  0.3025
H  -6.385  5.342  -4.608  0.3831
H  -6.295  4.146  -3.306  0.1563
H  -4.422  6.542  -3.683  0.3292
H  -4.022  4.876  -4.084  0.3900
H  -3.038  5.489  -1.898  0.3808
H  -4.250  4.219  -1.679  -0.0205
C  -7.523  2.512  1.142  -1.3625
C  -7.538  3.770  0.280  0.3045
C  -8.528  3.675  -0.883  -0.4126
C  -8.153  2.533  -1.777  0.1873
N  -7.853  1.644  -2.479  -0.5190
H  -7.201  1.637  0.572  0.3199
H  -6.826  2.631  1.974  0.3443
H  -8.516  2.308  1.555  0.3797
H  -6.529  3.951  -0.103  -0.2752
H  -7.802  4.627  0.905  0.3721
H  -8.517  4.600  -1.465  0.2507
H  -9.545  3.521  -0.511  0.3975
C  6.678  -7.926  -1.777  -1.1263
C  7.993  -7.668  -2.505  -0.3998
C  9.199  -8.288  -1.793  -0.4077
C  9.337  -7.706  -0.420  0.2818
N  9.441  -7.250  0.655  -0.5440
H  6.673  -7.475  -0.782  0.3226
H  5.845  -7.491  -2.334  0.3098
H  6.493  -8.999  -1.670  0.3341
H  8.138  -6.588  -2.605  0.2735
H  7.927  -8.079  -3.516  0.3119
H  10.112  -8.088  -2.358  0.2578
H  9.081  -9.372  -1.711  0.2834
C  1.336  -3.361  -3.684  -1.3460
C  1.211  -2.889  -2.238  -0.2455
C  -0.031  -3.453  -1.542  -0.0060
C  -1.268  -3.010  -2.270  0.3567
N  -2.237  -2.666  -2.840  -0.5287
H  0.495  -3.021  -4.293  0.3573
H  2.247  -2.962  -4.136  0.3837
H  1.380  -4.454  -3.737  0.2969
H  1.183  -1.796  -2.224  0.2648
H  2.103  -3.193  -1.685  0.4053
H  -0.075  -3.101  -0.507  -0.1890
H  -0.001  -4.546  -1.526  0.3780

The spin multiplicity is 1. The value obtained for the LUMO energy is 1.85 eV. As for the charge: -1.



Number 1: frontier orbital gap 10.244 eV. Number 2: frontier orbital gap 6.334 eV.